Below is a molecular structure, C21H43InN2P3S2 at a distorted geometry, with properties calculated with ωB97M-V/def2-TZVPD.

CARTESIAN COORDINATES (ANGSTROEM)
1 H -0.22 -2.86 -7.63
2 H -3.35 2.92 -1.67
3 H 3.52 -0.07 1.99
4 C 2.71 2.85 0.22
5 C 1.18 -2.49 2.66
6 H -3.03 -0.94 2.23
7 H -1.26 4.26 0.79
8 C -2.10 2.67 2.73
9 H -0.48 -4.10 4.96
10 C 1.03 -2.48 4.93
11 C -0.40 -4.36 2.19
12 P -1.50 0.95 2.38
13 H 1.28 -2.20 5.95
14 H 2.27 -1.10 3.82
15 H 3.50 3.43 0.72
16 C 0.60 -0.93 -3.15
17 P 1.96 1.70 1.47
18 H -1.02 1.75 -3.18
19 H -1.33 -0.66 4.17
20 H -0.80 -5.15 2.85
21 C -1.24 -2.14 -4.01
22 H -1.55 3.45 -2.94
23 C -0.78 -1.04 -3.28
24 H 0.50 -4.24 -6.60
25 C -3.15 0.15 2.19
26 H -3.60 0.41 1.23
27 H -2.32 -2.27 -4.11
28 H 1.66 -3.86 -4.53
29 H 2.68 -3.29 -6.61
30 S 1.81 -2.45 1.05
31 C -0.37 -3.07 -4.57
32 P -1.16 2.32 -0.81
33 C 0.64 -3.27 -7.10
34 H -1.69 4.73 -0.87
35 C 3.47 0.98 2.25
36 H -0.99 0.39 -0.53
37 H 1.02 2.45 3.63
38 C 1.01 -3.04 -4.26
39 H -1.23 -3.87 1.67
40 S 1.33 0.34 -2.22
41 C -1.14 0.42 4.10
42 H 0.30 -4.77 1.45
43 H 0.02 4.50 -0.41
44 C 1.87 -2.74 -7.11
45 N 1.62 -1.89 3.80
46 In 0.49 -0.41 0.28
47 H 2.38 3.46 3.10
48 H 1.97 3.55 -0.20
49 H 0.77 3.68 2.38
50 H 0.18 2.98 -2.76
51 H 4.33 1.52 1.82
52 C -1.01 4.12 -0.27
53 H -3.81 0.47 3.01
54 H -2.72 3.08 1.93
55 H 3.48 1.09 3.33
56 H -1.47 -0.32 -2.81
57 H -1.79 0.96 4.80
58 C -0.85 2.67 -2.61
59 H -2.69 2.62 3.65
60 C 0.20 -3.43 4.45
61 H 3.15 2.29 -0.62
62 C -3.00 2.23 -0.88
63 H -1.26 3.34 2.91
64 C 1.47 2.93 2.76
65 H -0.09 0.61 4.34
66 H -3.25 1.21 -1.17
67 H 2.57 -1.60 -3.69
68 N 0.29 -3.42 3.07
69 C 1.51 -1.86 -3.74
70 H -0.78 -3.76 -5.31
71 H -3.49 2.46 0.06
72 H 2.13 -1.83 -7.65

Results
M: 595.463 g mol⁻¹
Lowest unoccupied orbital energy (spin up / spin down): -0.4161 / -0.4093 hartree
HOMO (spin up / spin down): -0.5920 / -0.5827 Ha
Maximum force: 2.98 eV/A
Total charge: +3
Relative energy (zero: lowest compared OMol25 entry of this formula, charge and spin): 0.3487 eV